Here is C33H35N6OS2SeSiTeW as an isolated structure at a distorted geometry from the OMol25 dataset. Energies are from the ωB97M-V functional and the def2-TZVPD basis.

Summary:
- net charge = -1
- E_LUMO (spin up / spin down) (hartree) = 0.078 / 0.078
- F_max (hartree/bohr) = 0.0486
- Kohn-Sham gap (spin up / spin down) (eV) = 5.297 / 5.261
- DFT total energy (Ha) = -5504.73529

Geometry (Å):
W -0.34768 0.56578 -0.07056
N 2.29662 1.60988 -1.57866
C 1.75702 2.34908 -2.60196
C 2.53062 2.92808 -3.61206
C 1.88762 3.52658 -4.67766
C 0.49952 3.53368 -4.71856
C -0.17918 2.97968 -3.65416
N 0.41882 2.41478 -2.61036
C 1.66612 1.70508 -0.23846
C 2.37172 2.76568 0.50574
C 2.86132 2.58878 1.74924
C 2.72302 1.31998 2.37914
C 2.08032 0.33098 1.70214
N 1.58662 0.42848 0.43914
H 3.31542 1.62038 -1.57206
H 3.60852 2.89828 -3.55716
H 2.45982 3.98438 -5.47106
H -0.03568 3.95938 -5.55266
H -1.26058 2.93968 -3.64236
H 2.50742 3.71228 -0.00666
H 3.35092 3.39108 2.27754
H 3.06122 1.16708 3.39034
H 1.93252 -0.64152 2.17224
C -3.60648 0.63238 1.66224
Si -2.32638 -0.60632 2.37564
C -2.10008 0.02628 4.17904
C -3.44838 -2.17992 2.48204
N -0.86658 -1.00162 1.45574
C -0.17498 -2.10052 1.95574
C -0.46908 -2.73772 3.17494
C 0.17812 -3.86962 3.62994
C 1.18332 -4.44912 2.88394
C 1.54152 -3.83852 1.69534
C 0.90392 -2.69572 1.25184
O 1.29462 -2.09902 0.05734
C 2.50202 -2.52222 -0.48206
C 3.71992 -2.03672 -0.01976
C 4.89202 -2.44162 -0.63846
C 4.85982 -3.33482 -1.69446
C 3.64512 -3.83042 -2.13286
C 2.46792 -3.42882 -1.53246
H -4.20728 0.97748 2.49784
H -4.28638 0.18468 0.94464
H -3.17508 1.52408 1.21654
H -3.04258 -0.03032 4.71784
H -1.78378 1.06558 4.17274
H -1.36018 -0.52172 4.75174
H -3.96888 -2.20562 3.43524
H -2.89638 -3.11052 2.39694
H -4.21188 -2.17562 1.70734
H -1.24168 -2.33552 3.79784
H -0.11098 -4.29552 4.58244
H 1.68572 -5.34572 3.21314
H 2.33922 -4.25322 1.09794
H 3.75212 -1.34552 0.80954
H 5.84072 -2.05372 -0.29696
H 5.77312 -3.64342 -2.18306
H 3.61072 -4.52912 -2.95206
H 1.51322 -3.80032 -1.86736
C -2.32088 -2.73672 -0.71656
C -2.99238 -1.44102 -0.98256
N -2.47008 -0.22542 -0.83176
C -3.28418 0.72598 -1.39866
C -4.44278 0.25728 -1.97296
S -4.53438 -1.46952 -1.81936
C -2.88248 2.10338 -1.38726
C -3.66848 3.15648 -1.79306
S -2.81938 4.64798 -1.57636
C -1.46148 3.75458 -0.95546
N -1.63008 2.44178 -0.93216
C -0.26848 4.53948 -0.56796
H -1.26678 -2.59182 -0.48336
H -2.39718 -3.37522 -1.59826
H -2.79318 -3.25782 0.11454
H -5.22958 0.79768 -2.45456
H -4.67438 3.14868 -2.14766
H -0.45488 5.59508 -0.75726
H 0.59942 4.22968 -1.14746
H -0.03948 4.39198 0.48914
Te 0.11372 -0.54392 -2.37146
Se -0.60048 2.18238 1.89354

Taken from the Löwdin analysis, the atomic charges in e are: W 1.0724; N 0.0193; C -0.4277; C -0.0206; C -0.0928; C -0.0893; C -0.1715; N -0.0291; C -0.4683; C -0.1192; C -0.1354; C -0.1175; C -0.2313; N -0.2231; H 0.1330; H 0.1006; H 0.0951; H 0.0882; H 0.0988; H 0.0962; H 0.0935; H 0.0902; H 0.1083; C -0.2169; Si 0.3971; C -0.2059; C -0.1757; N -0.2022; C -0.3100; C -0.0796; C -0.1105; C -0.1152; C -0.0282; C -0.2149; O -0.1686; C -0.3169; C 0.0013; C -0.0845; C -0.1101; C -0.0887; C -0.0360; H 0.0312; H 0.0093; H -0.0453; H 0.0188; H -0.0398; H 0.0123; H 0.0223; H 0.0104; H 0.0102; H 0.0565; H 0.0951; H 0.0886; H 0.1105; H 0.1048; H 0.0974; H 0.0919; H 0.0964; H 0.1134; C -0.1095; C -0.6383; N -0.1391; C -0.3860; C -0.3232; S 1.0498; C -0.3532; C -0.3285; S 1.0609; C -0.6411; N -0.0708; C -0.1192; H 0.0290; H 0.0806; H 0.0691; H 0.0634; H 0.0603; H 0.0670; H 0.0625; H 0.0124; Te 0.5446; Se 0.3206

***

Here is C33H36AsBiN4S5 as an isolated structure at a distorted geometry from the OMol25 dataset. Energies are from the ωB97M-V functional and the def2-TZVPD basis.

Summary:
- net charge = +2
- E_LUMO (hartree) = -0.246
- F_max (hartree/bohr) = 0.0697
- Kohn-Sham gap (eV) = 6.186
- DFT total energy (Ha) = -5938.93119
- ΔE to the lowest compared entry with this formula, charge and spin (kJ/mol) = 27.3

Geometry (Å):
Bi -0.65213 -0.38113 -0.31093
C -4.40931 2.06674 -2.41803
C -3.77627 1.21022 -3.49558
S -3.00185 -0.23436 -2.74021
C -2.85730 -1.16368 -4.28505
C -2.27320 -2.56419 -4.11980
S -1.52423 -2.83714 -2.50354
C -2.72323 -3.70187 -1.42787
C -3.97113 -2.92245 -1.05025
S -3.68280 -1.62941 0.18955
C -5.12688 -0.58080 -0.14520
C -4.91401 0.87038 0.16950
S -3.66883 1.69839 -0.80549
H -5.50240 1.92821 -2.40438
H -4.19906 3.14497 -2.59366
H -2.92033 1.73195 -4.00949
H -4.52809 0.89434 -4.24465
H -2.23933 -0.54660 -4.93994
H -3.88144 -1.23455 -4.70651
H -1.39292 -2.72599 -4.78487
H -3.01515 -3.35181 -4.36078
H -2.17193 -4.01883 -0.52261
H -2.94705 -4.60090 -2.00383
H -4.69116 -3.60573 -0.55366
H -4.45705 -2.45195 -1.91746
H -5.91573 -1.02693 0.50332
H -5.42227 -0.69863 -1.21468
H -4.58780 1.08396 1.22364
H -5.82658 1.46592 -0.00061
N -1.97513 -1.48789 4.02751
C -1.49092 -0.96551 2.88845
S -0.80829 -2.16587 1.81115
N -1.51173 0.35556 2.77555
N -1.04716 0.86721 1.56591
C -0.94952 2.19216 1.52725
C -0.47799 2.87211 0.38825
C -0.35467 4.29735 0.33412
C 0.13400 4.82770 -0.84526
C 0.46012 3.98696 -1.95014
C 0.27691 2.62343 -1.77841
N -0.17721 2.09492 -0.64233
H -1.98994 -2.48189 4.23783
H -2.43110 -0.87778 4.68879
H -1.28327 2.72495 2.42824
H -0.58973 4.88538 1.21297
H 0.25418 5.90017 -0.91031
H 0.87854 4.39146 -2.86606
H 0.49697 1.92292 -2.57115
C 4.28594 3.76599 2.44400
C 4.78554 3.13229 1.29324
C 4.15066 1.99474 0.74971
C 2.96096 1.52462 1.32949
C 2.43769 2.14998 2.47527
C 3.12057 3.24916 3.03502
As 2.06204 -0.06233 0.67743
C 2.63002 -1.22221 2.13892
C 2.21527 -1.12650 3.46345
C 2.69122 -2.06645 4.38334
C 3.57579 -3.08624 3.97524
C 4.00504 -3.15997 2.64815
C 3.56222 -2.19402 1.73820
C 3.98326 -2.09249 0.32572
C 4.88034 -2.93873 -0.35442
C 5.17198 -2.69103 -1.68680
C 4.60898 -1.57347 -2.34886
C 3.66293 -0.78702 -1.69960
C 3.37210 -1.04273 -0.35951
H 4.79661 4.62499 2.88601
H 5.65226 3.48246 0.80063
H 4.57598 1.52324 -0.13832
H 1.50065 1.80493 2.91331
H 2.68788 3.70535 3.93289
H 1.49807 -0.37296 3.77869
H 2.33987 -2.00607 5.40826
H 3.93860 -3.82013 4.68337
H 4.63000 -3.98437 2.30899
H 5.22888 -3.82847 0.14958
H 5.83597 -3.36576 -2.21385
H 4.81753 -1.36146 -3.37813
H 3.20051 0.04316 -2.20868

Taken from the Löwdin analysis, the atomic charges in e are: Bi 1.3745; C -0.4870; C -0.5085; S 0.6720; C -0.5080; C -0.4985; S 0.7463; C -0.5066; C -0.5189; S 0.7537; C -0.5238; C -0.5403; S 0.7796; H 0.1010; H 0.0894; H 0.0967; H 0.0973; H 0.0813; H 0.0941; H 0.0865; H 0.1038; H 0.0740; H 0.0838; H 0.1010; H 0.0607; H 0.1008; H 0.0806; H 0.0939; H 0.0947; N 0.1016; C -0.8632; S 0.5201; N 0.0098; N -0.2177; C -0.0912; C -0.3242; C 0.0428; C -0.0045; C 0.0061; C -0.1228; N -0.0794; H 0.1122; H 0.1187; H 0.1552; H 0.1304; H 0.1228; H 0.1219; H 0.1163; C -0.0480; C -0.0503; C -0.0745; C -0.3709; C -0.1240; C -0.0615; As 1.2551; C -0.3238; C -0.1112; C -0.0530; C -0.0399; C -0.0005; C -0.1840; C -0.1774; C 0.0031; C -0.0360; C -0.0544; C -0.1117; C -0.3401; H 0.1177; H 0.0974; H 0.1021; H 0.0822; H 0.1138; H 0.0927; H 0.1101; H 0.1127; H 0.1172; H 0.1139; H 0.1157; H 0.1037; H 0.0942

***

Here is C33H36BrN4OTi as an isolated structure at a distorted geometry from the OMol25 dataset. Energies are from the ωB97M-V functional and the def2-TZVPD basis.

Summary:
- net charge = +1
- E_LUMO (spin up / spin down) (hartree) = -0.085 / -0.117
- ⟨S²⟩ = 2.02
- F_max (hartree/bohr) = 0.0256
- Kohn-Sham gap (spin up / spin down) (eV) = 6.505 / 7.575
- multiplicity = 3
- DFT total energy (Ha) = -4996.73823
- ΔE to the lowest compared entry with this formula, charge and spin (kJ/mol) = 0.0

Geometry (Å):
Ti -0.98894 0.56557 0.26902
C -1.95399 2.69391 0.88787
C -0.95156 2.37289 1.83626
C -1.34555 1.19461 2.51505
C -2.54117 0.71786 1.92030
C -2.91127 1.64753 0.89796
C -4.19345 1.55602 0.12163
C -3.47468 -0.29757 2.51324
C -0.65336 0.61293 3.70247
C 0.18083 3.27034 2.23258
C -2.14244 4.08129 0.34723
H -4.17461 0.74610 -0.60882
H -4.40194 2.47943 -0.41652
H -5.03071 1.36524 0.79441
H -4.01492 -0.86406 1.75383
H -4.21942 0.21525 3.12727
H -2.95284 -0.99618 3.16721
H -0.80062 -0.46618 3.76579
H -1.04350 1.06180 4.61981
H 0.41826 0.80388 3.67049
H 0.49998 3.90848 1.40775
H 1.04354 2.69997 2.58169
H -0.12436 3.92556 3.05249
H -3.00118 4.15312 -0.31752
H -1.26416 4.47056 -0.17297
H -2.33367 4.74954 1.18888
Br 0.80919 -6.37092 2.33551
C 0.19689 -4.85047 1.39269
C -0.78987 -4.04741 1.94373
C -1.19167 -2.90409 1.27084
C -0.62371 -2.55390 0.05067
C 0.34923 -3.38888 -0.49580
C 0.75857 -4.53598 0.16979
N -1.00279 -1.33630 -0.57507
C -0.95575 -1.29848 -1.90956
C -1.23911 -0.07894 -2.54964
C -1.35241 0.02246 -3.95197
C -1.70891 1.20887 -4.52241
C -1.95252 2.31245 -3.67863
C -1.79749 2.16544 -2.33108
N -1.43578 1.00703 -1.72329
H -1.24423 -4.31602 2.88845
H -1.97303 -2.27403 1.67451
H 0.82781 -3.12441 -1.43148
H 1.52280 -5.17536 -0.25291
H -0.79166 -2.19133 -2.50032
H -1.15674 -0.86029 -4.54848
H -1.80403 1.30166 -5.59716
H -2.25349 3.27219 -4.07784
H -1.96393 3.00876 -1.68378
C 4.70610 -1.17266 -0.73683
N 3.46576 -1.39235 0.00611
N 2.42902 -0.48936 -0.00662
C 1.61441 -0.75272 1.05822
O 0.53498 -0.10528 1.24386
C 2.18887 -1.80924 1.77537
C 3.32934 -2.16680 1.10092
C 4.34134 -3.20009 1.45136
C 2.12299 0.38097 -1.09982
C 2.32024 -0.02009 -2.41245
C 2.05245 0.87265 -3.43995
C 1.57817 2.14608 -3.15610
C 1.35208 2.51869 -1.84210
C 1.59494 1.63134 -0.80412
H 4.86249 -1.96488 -1.46685
H 5.54907 -1.14895 -0.04840
H 4.65330 -0.22007 -1.25262
H 1.79067 -2.25920 2.67034
H 3.91115 -3.89772 2.16658
H 5.21817 -2.74013 1.91393
H 4.67366 -3.75552 0.57347
H 2.69062 -1.01428 -2.62945
H 2.21935 0.57149 -4.46605
H 1.38762 2.84504 -3.95971
H 0.99322 3.51505 -1.61519
H 1.56838 1.96811 0.22190

Taken from the Löwdin analysis, the atomic charges in e are: Ti 1.0249; C -0.2673; C -0.2760; C -0.2728; C -0.2903; C -0.2882; C -0.0129; C -0.0268; C -0.0130; C -0.0195; C -0.0301; H 0.0864; H 0.0770; H 0.0887; H 0.0873; H 0.0982; H 0.0700; H 0.0806; H 0.1014; H 0.0769; H 0.0770; H 0.0795; H 0.0993; H 0.0739; H 0.0787; H 0.1019; Br 0.7530; C -0.7061; C -0.1073; C -0.0042; C -0.2714; C -0.0353; C -0.1279; N -0.0307; C -0.0988; C -0.2640; C -0.0215; C -0.0551; C -0.0520; C -0.1240; N 0.0028; H 0.1090; H 0.0943; H 0.1087; H 0.1060; H 0.1276; H 0.1218; H 0.1139; H 0.1116; H 0.0805; C 0.0263; N -0.0342; N 0.0892; C -0.3452; O -0.1240; C 0.0822; C -0.2415; C 0.0125; C -0.1794; C -0.0239; C -0.0505; C -0.0622; C -0.0590; C -0.0321; H 0.1023; H 0.1016; H 0.0948; H 0.1385; H 0.0922; H 0.0985; H 0.0943; H 0.1195; H 0.1181; H 0.1180; H 0.1181; H 0.1101

***

Here is C33H36F3N7O4RuS as an isolated structure from the OMol25 dataset. Energies are from the ωB97M-V functional and the def2-TZVPD basis.

Summary:
- net charge = +1
- E_LUMO (spin up / spin down) (hartree) = -0.121 / -0.124
- ⟨S²⟩ = 0.75
- F_max (hartree/bohr) = 0.0053
- Kohn-Sham gap (spin up / spin down) (eV) = 7.362 / 7.470
- multiplicity = 2
- DFT total energy (Ha) = -2755.92682
- ΔE to the lowest compared entry with this formula, charge and spin (kJ/mol) = 0.0

Geometry (Å):
Ru 0.59693 0.54928 -0.79506
O -1.66883 1.45112 2.57706
C -1.51328 1.60492 1.37395
O -0.35979 1.57572 0.78768
C -2.73905 1.90263 0.52248
C -3.96683 2.06811 1.15263
C -5.07526 2.36447 0.37630
C -4.91596 2.48051 -0.99637
C -3.64856 2.30304 -1.53095
N -2.57727 2.02238 -0.79313
H -4.01914 1.97429 2.22746
H -6.04583 2.51025 0.83308
H -5.75099 2.71246 -1.64300
H -3.48345 2.39238 -2.59955
F -0.16309 -3.62066 -5.45082
C 0.47663 -2.73400 -4.67540
F 1.48953 -3.37902 -4.07650
F 1.01520 -1.80652 -5.48289
C -0.45257 -2.11373 -3.66857
C -1.79115 -2.45766 -3.60990
C -2.60868 -1.87819 -2.65009
C -2.06282 -0.95758 -1.77727
N -0.78287 -0.60372 -1.85458
C 0.02684 -1.16934 -2.76399
S 1.63744 -0.51546 -2.54695
H -2.18752 -3.18265 -4.30762
H -3.65340 -2.14059 -2.57431
H -2.64956 -0.48709 -1.00215
C 4.63430 3.24309 0.38998
C 4.57969 1.74193 0.65640
C 4.35487 1.46228 2.14597
C 5.87331 1.08011 0.19514
N 3.52643 1.13954 -0.19432
N 2.20308 1.57520 0.12740
H 5.53103 3.66907 0.83987
H 3.78240 3.77186 0.82587
H 4.66330 3.43715 -0.68326
H 5.17670 1.86989 2.73554
H 4.30286 0.38682 2.33510
H 3.44021 1.92668 2.52339
H 6.71695 1.44937 0.77787
H 6.05511 1.28774 -0.85914
H 5.82247 -0.00346 0.32946
H 3.53132 0.13751 -0.04045
H 2.16041 2.55155 -0.15111
H 2.00574 1.54848 1.13144
C -5.10326 -1.00232 2.34882
O -3.68615 -1.10959 2.41856
C -3.08492 -2.07090 1.67313
C -3.75356 -2.93866 0.82374
C -3.04058 -3.92076 0.14794
C -1.67379 -4.04985 0.32419
C -1.00032 -3.18408 1.17194
C -1.69360 -2.18651 1.83718
N -1.13512 -1.30099 2.79244
C 0.07523 -1.06314 3.19241
C 1.32060 -1.49018 2.62804
C 2.37351 -1.82976 3.49934
C 3.56921 -2.29255 3.00875
C 3.74101 -2.38879 1.62202
C 2.75969 -1.97944 0.74538
C 1.53242 -1.47535 1.22315
O 0.58790 -1.04948 0.43388
H -5.57954 -1.91043 2.72342
H -5.43097 -0.80756 1.32582
H -5.37009 -0.16362 2.98406
H -4.82379 -2.86372 0.69820
H -3.56828 -4.59676 -0.51191
H -1.12512 -4.82794 -0.18751
H 0.05913 -3.31215 1.32668
H -1.84972 -0.73117 3.24224
H 0.11399 -0.44462 4.08337
H 2.21211 -1.76616 4.56921
H 4.36019 -2.59346 3.68051
H 4.66765 -2.78865 1.22803
H 2.88923 -2.05781 -0.32882
N 0.02947 3.39643 -1.33386
C -0.23833 4.36127 -2.22575
C -0.03832 3.82725 -3.47757
C 0.32804 2.49609 -3.24958
N 0.35653 2.24651 -1.94578
H -0.19892 3.33430 -0.34923
H -0.54430 5.34359 -1.90878
H -0.12837 4.32854 -4.42429
H 0.60425 1.72226 -3.94604

Taken from the Löwdin analysis, the atomic charges in e are: Ru 1.1575; O 0.0472; C -0.5552; O -0.1911; C -0.2011; C -0.0088; C -0.0486; C -0.0468; C -0.1276; N 0.1032; H 0.1172; H 0.1142; H 0.1088; H 0.1122; F 0.1472; C -0.6035; F 0.1432; F 0.1431; C -0.1034; C 0.0249; C -0.0339; C -0.0941; N -0.0817; C -0.6063; S 0.7197; H 0.1304; H 0.1133; H 0.1060; C -0.0434; C -0.6255; C -0.0315; C -0.0343; N -0.0302; N -0.0717; H 0.0916; H 0.0768; H 0.0912; H 0.0940; H 0.0693; H 0.0766; H 0.0921; H 0.0911; H 0.0803; H 0.0647; H 0.0870; H 0.0909; C -0.0511; O -0.0922; C -0.2171; C -0.0132; C -0.0702; C -0.0574; C 0.0078; C -0.1213; N 0.1686; C 0.0457; C -0.1349; C -0.0241; C -0.0842; C -0.0618; C -0.0317; C -0.3756; O -0.2388; H 0.1053; H 0.0942; H 0.0979; H 0.1106; H 0.1153; H 0.1149; H 0.1157; H 0.1472; H 0.1590; H 0.1228; H 0.1104; H 0.1168; H 0.0974; N 0.0026; C -0.0704; C -0.0375; C -0.1203; N -0.1403; H 0.1305; H 0.1271; H 0.1049; H 0.0928